Formula: C4H7NO2
Source: the Open Molecules 2025 dataset
Level of theory: the ωB97M-V functional and the def2-TZVPD basis

```
! wB97M-V def2-TZVPD RIJCOSX def2/J DEFGRID3
* xyz 0 1
O 0.076 -0.813 -0.026
O -2.413 -1.197 0.070
N -2.669 0.133 -0.030
C 1.472 -1.228 -0.037
C -0.140 0.508 0.022
C -1.631 0.887 -0.046
C 0.835 1.466 0.017
H -1.929 1.957 -0.098
H -1.466 -1.381 -0.076
H 2.016 -0.917 -0.877
H 1.917 1.259 0.177
H 1.961 -0.870 0.958
H 1.398 -2.333 -0.066
H 0.571 2.531 0.012
*
```

## Properties
* SMILES: C=C(/C=N\O)OC
* gap between HOMO and LUMO: 9.62 eV

natural (NBO) population analysis, charges in e, atoms 1 to 4: number 1, O, carries -0.53; number 2, O, carries -0.55; number 3, N, carries -0.05; number 4, C, carries -0.26

---

Formula: C4H7NO2
Source: the Open Molecules 2025 dataset
Level of theory: the ωB97M-V functional and the def2-TZVPD basis

```
! wB97M-V def2-TZVPD RIJCOSX def2/J DEFGRID3
* xyz 0 1
O -0.465 -2.477 2.058
O -0.910 0.304 -0.241
N 1.503 0.498 0.497
C -1.339 -0.839 0.474
C -0.061 -1.706 1.231
C 0.615 0.636 -0.385
C 0.635 1.489 -1.596
H -0.376 1.899 -1.537
H 1.056 -1.799 0.984
H 0.756 0.946 -2.532
H -1.913 -1.538 -0.197
H 1.008 0.605 1.440
H -2.053 -0.630 1.310
H 1.361 2.297 -1.476
*
```

## Properties
* SMILES: [H]/N=C(/C)OCC=O
* gap between HOMO and LUMO: 10.03 eV

natural (NBO) population analysis, charges in e, atoms 1 to 4: number 1, O, carries -0.52; number 2, O, carries -0.60; number 3, N, carries -0.69; number 4, C, carries -0.14

---

Formula: C4H7NO2
Source: the Open Molecules 2025 dataset
Level of theory: the ωB97M-V functional and the def2-TZVPD basis

```
! wB97M-V def2-TZVPD RIJCOSX def2/J DEFGRID3
* xyz 0 1
O 1.503 -0.946 0.853
O 1.063 1.453 0.019
N 0.944 -1.641 -0.199
C 0.505 0.286 0.436
C 0.193 -0.688 -0.649
C -0.461 0.423 1.594
C -0.610 -0.583 -1.881
H -0.190 0.179 -2.540
H -0.869 -0.549 1.856
H -1.637 -0.297 -1.650
H -1.254 1.116 1.310
H 0.061 0.817 2.465
H -0.606 -1.542 -2.394
H 1.358 1.973 0.778
*
```

## Properties
* SMILES: CC1=NO[C@@]1(C)O
* gap between HOMO and LUMO: 9.82 eV

natural (NBO) population analysis, charges in e, atoms 1 to 4: number 1, O, carries -0.41; number 2, O, carries -0.67; number 3, N, carries -0.07; number 4, C, carries 0.48

---

Formula: C4H7NO2
Source: the Open Molecules 2025 dataset
Level of theory: the ωB97M-V functional and the def2-TZVPD basis

```
! wB97M-V def2-TZVPD RIJCOSX def2/J DEFGRID3
* xyz 0 1
O 0.336 1.006 1.656
O -0.430 -0.764 0.316
N -1.368 -2.550 -0.412
C 1.007 1.219 0.399
C -0.285 -2.103 0.217
C 0.207 1.884 -0.687
C 0.663 -0.109 0.893
H 1.386 -0.812 1.303
H 0.153 2.965 -0.521
H 2.040 1.554 0.511
H 0.676 1.710 -1.662
H -0.807 1.479 -0.710
H -2.123 -1.942 -0.720
H -1.458 -3.538 -0.583
*
```

## Properties
* gap between HOMO and LUMO: 10.14 eV

natural (NBO) population analysis, charges in e, atoms 1 to 4: number 1, O, carries -0.48; number 2, O, carries -0.54; number 3, N, carries -0.81; number 4, C, carries 0.04

---

Formula: C4H7NO2
Source: the Open Molecules 2025 dataset
Level of theory: the ωB97M-V functional and the def2-TZVPD basis

```
! wB97M-V def2-TZVPD RIJCOSX def2/J DEFGRID3
* xyz 0 1
O -0.489 -1.585 0.601
O -0.009 -0.084 -2.347
N -0.432 -0.074 2.304
C 1.151 -0.193 -1.524
C -0.594 -0.293 0.974
C -0.818 0.650 0.014
C 0.075 0.740 -1.174
H 1.251 -1.136 -0.989
H 0.288 1.785 -1.410
H -0.200 -0.847 2.909
H -0.064 0.830 2.555
H -0.930 -1.528 -0.268
H 2.087 0.172 -1.950
H -1.316 1.563 0.306
*
```

## Properties
* SMILES: N/C(O)=C/[C@H]1CO1
* gap between HOMO and LUMO: 8.69 eV

natural (NBO) population analysis, charges in e, atoms 1 to 4: number 1, O, carries -0.67; number 2, O, carries -0.52; number 3, N, carries -0.80; number 4, C, carries -0.13

---

Formula: C4H7NO2
Source: the Open Molecules 2025 dataset
Level of theory: the ωB97M-V functional and the def2-TZVPD basis

```
! wB97M-V def2-TZVPD RIJCOSX def2/J DEFGRID3
* xyz 0 1
O 0.401 2.399 0.399
O 0.278 -0.871 -2.263
N 1.190 0.219 0.151
C 0.024 -0.655 0.138
C -0.259 -1.197 -1.247
C -1.318 -0.063 0.656
C 1.184 1.589 -0.030
H 2.019 -0.188 0.543
H 2.209 1.902 -0.313
H -1.116 -1.903 -1.190
H -1.771 0.429 -0.205
H -1.982 -0.864 0.979
H 0.290 -1.403 0.890
H -1.151 0.606 1.491
*
```

## Properties
* SMILES: C[C@@H](C=O)NC=O
* gap between HOMO and LUMO: 10.36 eV

natural (NBO) population analysis, charges in e, atoms 1 to 4: number 1, O, carries -0.56; number 2, O, carries -0.49; number 3, N, carries -0.65; number 4, C, carries -0.16

---

Formula: C4H7NO2
Source: the Open Molecules 2025 dataset
Level of theory: the ωB97M-V functional and the def2-TZVPD basis

```
! wB97M-V def2-TZVPD RIJCOSX def2/J DEFGRID3
* xyz 0 1
O 0.676 1.767 -1.346
O -0.802 -0.531 -2.099
N 0.061 -0.295 1.350
C -0.650 -0.150 -0.770
C 0.438 0.900 -0.541
C -0.189 -1.173 0.303
C 1.085 0.567 0.844
H 1.337 1.431 1.443
H -0.876 -2.003 0.503
H 2.111 -0.203 0.821
H -0.493 0.220 -2.631
H -1.613 0.296 -0.414
H 0.281 -0.762 2.214
H 1.652 -1.576 0.323
*
```

## Properties
* gap between HOMO and LUMO: 9.20 eV

natural (NBO) population analysis, charges in e, atoms 1 to 4: number 1, O, carries -0.52; number 2, O, carries -0.69; number 3, N, carries -0.59; number 4, C, carries -0.06

---

Formula: C4H7NO2
Source: the Open Molecules 2025 dataset
Level of theory: the ωB97M-V functional and the def2-TZVPD basis

```
! wB97M-V def2-TZVPD RIJCOSX def2/J DEFGRID3
* xyz 0 1
O -0.973 -1.924 0.478
O -2.029 0.098 -0.653
N -1.803 1.126 0.034
C -0.483 -0.967 -0.377
C 1.622 0.480 -0.258
C 0.259 0.155 0.304
C -0.673 1.279 0.564
H 2.372 -0.137 0.118
H 0.497 -0.153 1.269
H 1.661 0.372 -1.275
H 1.929 1.542 -0.073
H -0.477 -1.394 -1.345
H -0.399 2.010 1.341
H -1.504 -2.486 -0.128
*
```

## Properties
* gap between HOMO and LUMO: 9.42 eV

natural (NBO) population analysis, charges in e, atoms 1 to 4: number 1, O, carries -0.66; number 2, O, carries -0.40; number 3, N, carries -0.03; number 4, C, carries 0.35

---

Formula: C4H7NO2
Source: the Open Molecules 2025 dataset
Level of theory: the ωB97M-V functional and the def2-TZVPD basis

```
! wB97M-V def2-TZVPD RIJCOSX def2/J DEFGRID3
* xyz 0 1
O 0.804 1.272 -1.568
O -1.070 0.373 -0.456
N 0.297 -0.880 1.028
C -0.536 1.473 -1.422
C 0.050 -0.021 0.172
C -0.522 -1.942 1.433
C 1.261 0.750 -0.348
H -0.383 -2.800 0.751
H -1.566 -1.672 1.403
H 1.496 1.524 0.393
H -0.967 1.417 -2.428
H -0.216 -2.001 2.474
H -0.790 2.370 -0.850
H 2.141 0.139 -0.583
*
```

## Properties
* SMILES: C/N=C1/COCO1
* gap between HOMO and LUMO: 9.93 eV

natural (NBO) population analysis, charges in e, atoms 1 to 4: number 1, O, carries -0.50; number 2, O, carries -0.51; number 3, N, carries -0.50; number 4, C, carries 0.23

---

Formula: C4H7NO2
Source: the Open Molecules 2025 dataset
Level of theory: the ωB97M-V functional and the def2-TZVPD basis

```
! wB97M-V def2-TZVPD RIJCOSX def2/J DEFGRID3
* xyz 0 1
O -2.174 1.205 1.198
O -0.349 1.463 -0.160
N -0.232 -0.004 1.500
C 0.045 0.217 -0.803
C 1.531 -0.027 -0.898
C -1.015 1.014 0.955
C -0.583 -0.799 0.183
H -0.133 -1.772 0.284
H 1.687 -0.942 -1.487
H 1.922 -0.185 0.108
H 2.062 0.793 -1.380
H -1.662 -0.898 -0.085
H -0.412 0.272 -1.803
H -0.623 -0.282 2.407
*
```

## Properties
* gap between HOMO and LUMO: 10.92 eV

natural (NBO) population analysis, charges in e, atoms 1 to 4: number 1, O, carries -0.57; number 2, O, carries -0.52; number 3, N, carries -0.66; number 4, C, carries 0.09

---

Formula: C4H7NO2
Source: the Open Molecules 2025 dataset
Level of theory: the ωB97M-V functional and the def2-TZVPD basis

```
! wB97M-V def2-TZVPD RIJCOSX def2/J DEFGRID3
* xyz 0 1
O -0.428 -1.112 0.782
O -0.052 -1.952 -1.884
N -0.709 0.228 -1.504
C 1.412 0.687 1.687
C -0.124 -0.603 -2.196
C -0.860 -0.101 1.264
C 0.106 1.088 1.627
H 2.336 1.303 1.878
H -1.843 0.223 1.434
H -0.803 1.096 -1.971
H -0.454 2.019 1.810
H -0.725 -2.109 -1.223
H 0.544 -0.440 -3.103
H 1.599 -0.328 1.400
*
```

## Properties
* SMILES: [H]/N=C/O.C=CC=O
* gap between HOMO and LUMO: 10.16 eV

natural (NBO) population analysis, charges in e, atoms 1 to 4: number 1, O, carries -0.55; number 2, O, carries -0.69; number 3, N, carries -0.73; number 4, C, carries -0.31

---

Formula: C4H7NO2
Source: the Open Molecules 2025 dataset
Level of theory: the ωB97M-V functional and the def2-TZVPD basis

```
! wB97M-V def2-TZVPD RIJCOSX def2/J DEFGRID3
* xyz 0 1
O -1.925 1.555 1.071
O 0.815 -1.256 -1.161
N -0.542 0.051 0.062
C -1.639 -0.840 -0.300
C 2.030 0.199 0.078
C 0.706 -0.316 -0.386
C -0.814 1.232 0.727
H 2.392 -0.804 -0.307
H 2.120 0.595 1.108
H -2.052 -0.562 -1.273
H -1.246 -1.855 -0.365
H 0.081 1.855 0.898
H 2.481 0.908 -0.617
H -2.408 -0.762 0.465
*
```

## Properties
* SMILES: CC(=O)N(C)C=O
* gap between HOMO and LUMO: 11.13 eV

natural (NBO) population analysis, charges in e, atoms 1 to 4: number 1, O, carries -0.56; number 2, O, carries -0.61; number 3, N, carries -0.47; number 4, C, carries -0.42

---

Formula: C4H7NO2
Source: the Open Molecules 2025 dataset
Level of theory: the ωB97M-V functional and the def2-TZVPD basis

```
! wB97M-V def2-TZVPD RIJCOSX def2/J DEFGRID3
* xyz 0 1
O -1.783 -0.412 1.056
O 1.014 1.375 -0.065
N 1.188 -0.928 0.024
C 1.754 0.323 -0.163
C -0.293 1.336 0.225
C -0.138 -0.983 -0.624
C -1.075 0.095 -0.081
H 2.789 0.502 -0.414
H 1.067 -1.120 1.022
H -1.384 0.012 1.825
H -0.730 2.323 0.160
H 0.017 -0.879 -1.704
H -1.845 0.317 -0.836
H -0.579 -1.962 -0.425
*
```

## Properties
* gap between HOMO and LUMO (alpha / beta): 7.74 / 8.33 eV

natural (NBO) population analysis, charges in e, atoms 1 to 4: number 1, O, carries -0.73; number 2, O, carries -0.33; number 3, N, carries -0.66; number 4, C, carries 0.27

---

Formula: C4H7NO2
Source: the Open Molecules 2025 dataset
Level of theory: the ωB97M-V functional and the def2-TZVPD basis

```
! wB97M-V def2-TZVPD RIJCOSX def2/J DEFGRID3
* xyz 0 1
O 1.788 1.315 -0.166
O -0.455 2.134 0.025
N -0.046 -0.756 1.362
C -0.384 -0.195 0.098
C 1.431 0.224 -0.702
C -0.787 -1.565 0.366
C -0.905 0.983 -0.376
H 0.616 1.993 0.115
H 1.782 -0.723 -0.269
H -0.658 -0.403 2.095
H -1.551 0.982 -1.259
H -0.221 -2.401 -0.039
H -1.844 -1.767 0.536
H 1.234 0.180 -1.787
*
```

## Properties
* gap between HOMO and LUMO: 9.17 eV

natural (NBO) population analysis, charges in e, atoms 1 to 4: number 1, O, carries -0.68; number 2, O, carries -0.64; number 3, N, carries -0.57; number 4, C, carries -0.04

---

Formula: C4H7NO2
Source: the Open Molecules 2025 dataset
Level of theory: the ωB97M-V functional and the def2-TZVPD basis

```
! wB97M-V def2-TZVPD RIJCOSX def2/J DEFGRID3
* xyz 0 1
O 2.036 1.505 0.253
O -0.859 1.657 0.821
N 1.841 0.188 -0.177
C 0.614 -0.050 -0.384
C -0.064 -1.377 -0.623
C -0.717 0.632 -0.108
C -1.248 -0.798 0.192
H -0.322 -1.525 -1.678
H -1.127 -1.018 1.258
H 2.995 1.543 0.365
H 0.444 -2.265 -0.243
H -0.179 1.552 1.497
H -1.145 0.992 -1.053
H -2.267 -1.035 -0.121
*
```

## Properties
* SMILES: O/N=C1/CC[C@H]1O
* gap between HOMO and LUMO: 10.56 eV

natural (NBO) population analysis, charges in e, atoms 1 to 4: number 1, O, carries -0.58; number 2, O, carries -0.69; number 3, N, carries -0.14; number 4, C, carries 0.19

---

Formula: C4H7NO2
Source: the Open Molecules 2025 dataset
Level of theory: the ωB97M-V functional and the def2-TZVPD basis

```
! wB97M-V def2-TZVPD RIJCOSX def2/J DEFGRID3
* xyz 0 1
O -0.182 2.040 -1.874
O -0.958 0.216 -0.805
N -0.588 0.675 1.580
C -0.427 -0.198 0.722
C -0.322 -1.688 0.761
C 0.087 0.917 -1.193
C 1.342 0.648 -0.719
H 1.692 -0.363 -0.616
H 0.139 -2.080 -0.139
H -1.333 -2.101 0.824
H -0.654 0.388 2.548
H -1.143 2.143 -1.914
H 0.242 -2.003 1.638
H 2.105 1.405 -0.814
*
```

## Properties
* SMILES: [H]/N=C(\C)OC(=C)O
* gap between HOMO and LUMO: 8.58 eV

natural (NBO) population analysis, charges in e, atoms 1 to 4: number 1, O, carries -0.66; number 2, O, carries -0.58; number 3, N, carries -0.67; number 4, C, carries 0.64

---

Formula: C4H7NO2
Source: the Open Molecules 2025 dataset
Level of theory: the ωB97M-V functional and the def2-TZVPD basis

```
! wB97M-V def2-TZVPD RIJCOSX def2/J DEFGRID3
* xyz 0 1
O 1.992 1.540 -0.136
O -0.455 1.316 1.265
N 1.889 0.137 -0.404
C -0.577 0.574 0.082
C 0.661 -0.164 -0.386
C -1.277 -0.807 0.168
C -0.089 -1.453 -0.605
H -0.303 -1.616 -1.667
H 0.027 2.116 1.006
H -1.019 1.179 -0.721
H 0.352 -2.362 -0.190
H 2.421 1.574 0.727
H -2.249 -0.850 -0.328
H -1.374 -1.184 1.189
*
```

## Properties
* SMILES: O/N=C1/CC[C@H]1O
* gap between HOMO and LUMO: 10.41 eV

natural (NBO) population analysis, charges in e, atoms 1 to 4: number 1, O, carries -0.61; number 2, O, carries -0.70; number 3, N, carries -0.13; number 4, C, carries 0.04

---

Formula: C4H7NO2
Source: the Open Molecules 2025 dataset
Level of theory: the ωB97M-V functional and the def2-TZVPD basis

```
! wB97M-V def2-TZVPD RIJCOSX def2/J DEFGRID3
* xyz 0 1
O -0.485 -2.577 -0.134
O -0.228 -0.233 2.016
N -0.218 -1.627 -1.114
C 0.211 -0.560 -0.591
C 0.371 0.832 -1.208
C -0.208 1.284 0.177
C 0.396 0.046 0.796
H -0.085 2.147 0.863
H -0.206 1.036 -2.113
H -1.285 1.088 0.116
H -0.433 0.677 2.302
H 1.492 0.142 0.915
H -0.744 -3.351 -0.649
H 1.422 1.096 -1.377
*
```

## Properties
* gap between HOMO and LUMO: 10.42 eV

natural (NBO) population analysis, charges in e, atoms 1 to 4: number 1, O, carries -0.56; number 2, O, carries -0.68; number 3, N, carries -0.14; number 4, C, carries 0.20

---

Formula: C4H7NO2
Source: the Open Molecules 2025 dataset
Level of theory: the ωB97M-V functional and the def2-TZVPD basis

```
! wB97M-V def2-TZVPD RIJCOSX def2/J DEFGRID3
* xyz 0 1
O 2.869 -0.790 0.576
O 0.629 -1.044 0.279
N 1.449 1.002 0.179
C 1.780 -0.326 0.365
C 0.003 1.152 0.207
C -1.667 -0.948 -0.110
C -0.384 -0.205 -0.373
H -2.532 -0.581 -0.668
H -0.211 -0.140 -1.462
H -0.329 1.241 1.250
H -1.458 -1.970 -0.443
H 2.047 1.549 -0.418
H -0.317 2.038 -0.344
H -1.878 -0.977 0.961
*
```

## Properties
* SMILES: C[C@H]1CNC(=O)O1
* gap between HOMO and LUMO: 10.79 eV

natural (NBO) population analysis, charges in e, atoms 1 to 4: number 1, O, carries -0.59; number 2, O, carries -0.51; number 3, N, carries -0.67; number 4, C, carries 0.88

---

Formula: C4H7NO2
Source: the Open Molecules 2025 dataset
Level of theory: the ωB97M-V functional and the def2-TZVPD basis

```
! wB97M-V def2-TZVPD RIJCOSX def2/J DEFGRID3
* xyz 0 1
O 1.269 -0.500 1.679
O -1.184 -1.708 0.262
N 0.380 -0.053 -0.347
C -1.548 0.475 1.156
C 0.704 -0.108 -1.788
C -0.812 -0.571 0.306
C 1.371 0.064 0.618
H 0.468 -1.080 -2.238
H -2.512 0.567 0.648
H -1.071 1.458 1.167
H -1.781 0.184 2.189
H 0.209 0.670 -2.380
H 2.185 0.784 0.425
H 1.783 0.032 -1.947
*
```

## Properties
* SMILES: CC(=O)N(C)C=O
* gap between HOMO and LUMO: 10.74 eV

natural (NBO) population analysis, charges in e, atoms 1 to 4: number 1, O, carries -0.56; number 2, O, carries -0.51; number 3, N, carries -0.55; number 4, C, carries -0.72

---

ΔE to the lowest compared entry with this formula, charge and spin (kcal/mol)
93.2; 85.8; 77.8; 73.4; 69.8; 40.0; 117.4; 102.0; 58.1; 42.6; 69.2; 26.0; 95.5; 105.3; 76.5; 75.5; 80.6; 96.4; 9.7; 29.1